Below is C35H40Br3GeNO7Ti as an isolated structure, with properties calculated with wB97M-V/def2-TZVPD.

The geometry in XYZ format:
```
88
Properties=species:S:1:pos:R:3:forces:R:3:lowdin_charge:R:1
Ti -0.3017 0.1099 0.1056 -0.25 0.27 -0.07 1.07
C 5.2209 1.4341 -1.5003 -0.03 -0.02 0.00 -0.07
C 4.3520 1.8297 -0.3037 -0.02 0.05 0.01 -0.71
C 4.5105 3.3306 -0.0486 -0.02 -0.01 0.02 -0.04
C 4.7790 1.0580 0.9439 0.03 0.00 0.01 -0.02
O 2.9800 1.5830 -0.5205 0.03 -0.07 0.00 -0.32
Ge 2.0929 0.7739 -1.9092 -0.11 0.01 0.04 0.99
O 0.3990 1.5347 -1.2422 0.03 -0.12 0.14 -0.42
C 0.1595 2.9596 -1.3636 0.00 0.04 -0.02 -0.65
C 0.3888 3.6075 -0.0076 -0.02 -0.02 -0.02 -0.04
C -1.2762 3.1764 -1.8277 -0.02 0.00 0.00 -0.03
C 1.0994 3.5690 -2.4062 -0.02 -0.06 0.01 -0.08
O 1.3418 -0.7488 -0.9643 0.01 -0.06 0.02 -0.42
C 1.9188 -2.0557 -1.0868 0.10 0.04 -0.01 -0.67
C 2.1480 -2.3946 -2.5608 -0.02 0.03 0.00 -0.05
C 3.2353 -2.0739 -0.3181 -0.01 -0.04 0.01 -0.02
C 0.9675 -3.0806 -0.4933 -0.04 0.02 0.02 -0.04
H 6.2712 1.6588 -1.2988 -0.01 0.00 0.00 0.08
H 4.9139 1.9780 -2.3967 0.01 0.00 0.00 0.07
H 5.1374 0.3650 -1.7091 -0.01 -0.01 0.00 0.06
H 5.5488 3.5863 0.1791 -0.01 0.00 -0.01 0.08
H 3.8841 3.6248 0.7951 0.00 0.00 -0.01 0.08
H 4.1952 3.8992 -0.9265 0.00 0.00 0.00 0.07
H 5.7996 1.3218 1.2380 -0.01 -0.01 0.01 0.08
H 4.7370 -0.0160 0.7641 0.02 0.02 0.00 0.06
H 4.0951 1.2781 1.7643 0.00 0.02 0.00 0.09
H -0.2951 3.1767 0.7231 0.02 0.02 -0.06 0.01
H 0.1998 4.6833 -0.0659 0.02 0.00 0.00 0.09
H 1.4122 3.4272 0.3222 -0.01 0.00 0.00 0.08
H -1.9783 2.9814 -1.0206 0.00 -0.04 -0.01 0.06
H -1.5078 2.5188 -2.6690 0.01 0.02 0.01 0.07
H -1.4051 4.2122 -2.1505 -0.01 0.00 0.01 0.09
H 2.1431 3.4589 -2.1116 0.02 0.00 -0.01 0.05
H 0.8881 4.6365 -2.4950 -0.02 -0.01 0.01 0.09
H 0.9496 3.1073 -3.3853 0.02 0.00 -0.01 0.08
H 2.8813 -1.7284 -3.0180 0.00 0.00 -0.01 0.05
H 1.2102 -2.3022 -3.1118 0.06 -0.02 0.02 0.06
H 2.5106 -3.4211 -2.6547 0.00 0.00 0.00 0.09
H 3.9578 -1.3964 -0.7755 0.01 0.02 -0.02 0.06
H 3.6650 -3.0791 -0.3093 0.00 0.01 0.00 0.09
H 3.0661 -1.7477 0.7096 0.01 0.00 0.00 0.09
H 0.0119 -3.0572 -1.0141 -0.01 -0.01 0.00 0.06
H 0.7904 -2.8747 0.5619 -0.01 0.00 0.01 0.06
H 1.3931 -4.0825 -0.5860 0.01 0.01 0.00 0.09
Br -0.4280 2.6191 3.3799 -0.04 0.02 0.07 0.91
C -2.1003 1.7290 3.5305 0.03 0.02 0.04 -0.59
C -2.6316 1.7104 4.7926 0.00 0.01 0.01 -0.18
C -3.9346 1.2302 5.0028 0.00 0.00 -0.01 -0.11
C -4.6921 0.8917 3.9195 0.00 0.00 -0.01 -0.06
C -4.1618 0.9487 2.6085 0.06 0.00 0.06 -0.18
C -5.0304 0.7572 1.5058 -0.02 -0.02 -0.01 -0.06
C -4.5421 0.8708 0.2464 0.00 0.00 -0.05 -0.08
C -3.1484 1.0142 0.0455 -0.05 -0.04 0.06 -0.17
C -2.2064 1.1237 1.0490 0.18 -0.12 -0.11 -0.11
C -2.7811 1.2492 2.3737 -0.08 0.02 0.00 -0.21
H -2.0510 2.1003 5.6179 -0.01 0.00 0.00 0.09
H -4.3436 1.1941 6.0052 0.00 0.01 0.00 0.09
H -5.7309 0.6021 4.0383 0.01 0.00 0.00 0.10
H -6.0769 0.5451 1.6955 0.00 0.01 0.00 0.10
H -5.1932 0.7577 -0.6124 0.01 -0.01 0.01 0.10
H -2.8222 0.9331 -0.9856 -0.03 0.07 0.03 0.08
Br -2.2641 -3.6388 1.0416 -0.01 0.08 0.00 0.88
C -1.6665 -2.4173 2.3607 -0.01 -0.02 -0.06 -0.67
C -2.2180 -2.5491 3.6243 -0.01 -0.01 0.07 -0.11
C -1.6636 -1.8123 4.6559 -0.03 -0.02 -0.05 -0.04
C -0.5604 -1.0253 4.3870 0.08 0.05 0.06 -0.01
C -0.1331 -0.9154 3.0782 0.03 -0.05 -0.03 -0.19
N -0.7059 -1.5615 2.0513 -0.10 0.07 0.04 0.09
C 1.0532 -0.0459 2.7263 0.10 0.03 -0.08 -0.65
O 1.9585 0.0705 3.5285 0.02 0.04 0.05 0.06
O 0.9832 0.4860 1.5563 -0.19 -0.27 -0.23 -0.16
H -3.0448 -3.2249 3.7828 0.00 0.00 -0.01 0.10
H -2.0772 -1.8740 5.6541 0.00 0.00 0.00 0.11
H -0.0370 -0.4654 5.1484 0.01 0.00 -0.01 0.13
Br -0.8542 -0.2367 -4.0507 0.00 -0.04 0.03 0.85
C -1.3608 -2.0544 -3.8543 -0.04 0.06 -0.07 -0.60
C -1.0154 -2.9205 -4.8822 -0.03 -0.03 -0.03 -0.14
C -1.4138 -4.2474 -4.8301 0.03 0.03 -0.01 -0.09
C -2.1844 -4.6955 -3.7673 -0.02 0.00 0.03 -0.08
C -2.5335 -3.8149 -2.7569 0.04 -0.01 0.01 -0.03
C -2.1037 -2.4902 -2.7652 -0.04 -0.06 0.00 -0.16
C -2.4664 -1.6491 -1.5549 0.16 0.07 -0.25 -0.65
O -3.5988 -1.7034 -1.1220 -0.07 0.03 -0.01 0.04
O -1.4694 -0.9858 -1.0777 0.25 0.03 0.35 -0.20
H -0.4412 -2.5476 -5.7194 0.00 0.00 0.00 0.09
H -1.1321 -4.9226 -5.6283 0.00 0.00 0.00 0.10
H -2.5151 -5.7257 -3.7284 0.00 0.01 0.00 0.10
H -3.1514 -4.1312 -1.9263 0.00 -0.03 -0.01 0.10
```
Positions in Å, forces in eV/Å.

Results
2S+1: 2
Gap between HOMO and LUMO (alpha / beta) (eV): 7.26 / 7.44
Electronic energy (eV): -342533.712
HOMO energy (alpha / beta) (eV): -4.82 / -4.99
Net charge: -1
Relative energy (zero: lowest compared OMol25 entry of this formula, charge and spin) (eV): 0.574
Largest force on an atom (eV/Å): 0.4